Formula: C5H7NO
Source: OMol25
Level of theory: ωB97M-V/def2-TZVPD

Summary:
energy above the lowest of the compared OMol25 structures with the same formula, charge and spin: 35.66 kcal per mole
SMILES: C[C@H]1C=CNC1=O
multiplicity: 1
energy: -8834.65654 eV
F_max: 1.05 eV/Å
HOMO-LUMO gap: 9.79 eV
E_LUMO: 1.1 eV

Last column: natural (NBO) charge in e.
Positions of all 14 atoms, in Å:
C1 1.10535 0.57752 1.49325  -0.60
C2 0.54778 -0.21027 0.32873  -0.36
C3 -0.91790 -0.62172 0.36916  -0.28
C4 -1.30351 -0.91208 -0.88546  0.02
N1 -0.28131 -0.57472 -1.81795  -0.68
C5 0.28139 0.49685 -0.98127  0.73
O1 0.15644 1.66692 -1.20168  -0.54
H1 1.05139 -0.02113 2.40946  0.22
H2 0.54471 1.50203 1.64895  0.22
H3 2.15985 0.82351 1.32846  0.22
H4 1.17063 -1.09130 0.11549  0.23
H5 -1.57441 -0.21609 1.11996  0.23
H6 -2.28710 -1.20434 -1.23494  0.21
H7 -0.65331 -0.21516 -2.69216  0.39